[1]
The following is a quantum chemistry calculation of a molecular structure, C54H41AlBN2O4 at a distorted geometry, from OMol25.

```
103
C54H41AlBN2O4, DFT ωB97M-V/def2-TZVPD
Al -0.129 -1.087 -0.580
O 1.582 0.267 0.946
C 1.617 -0.207 2.325
C 0.234 -0.815 2.672
C -0.948 -0.028 2.188
C -1.738 0.749 2.988
C -2.860 1.417 2.464
C -3.210 1.129 1.123
C -2.451 0.278 0.375
C -2.852 -0.152 -1.008
C -1.923 0.531 -2.044
O -0.623 0.179 -1.692
C -2.186 2.042 -2.031
C -3.450 2.532 -2.363
C -3.699 3.894 -2.384
C -2.686 4.796 -2.081
C -1.427 4.316 -1.763
C -1.184 2.949 -1.742
C -2.188 0.102 -3.491
C -3.375 -0.479 -3.918
C -3.593 -0.727 -5.268
C -2.621 -0.410 -6.202
C -1.416 0.135 -5.778
C -1.203 0.388 -4.434
N -1.255 -0.253 0.848
C 2.099 0.941 3.222
C 3.385 1.436 2.988
C 3.915 2.448 3.768
C 3.171 2.985 4.811
C 1.889 2.512 5.037
C 1.353 1.504 4.247
C 2.667 -1.306 2.462
C 2.938 -1.807 3.736
C 3.913 -2.771 3.920
C 4.645 -3.237 2.834
C 4.382 -2.737 1.569
C 3.396 -1.777 1.379
H 0.203 -0.998 3.745
H 0.181 -1.779 2.149
H -1.501 0.847 4.042
H -3.464 2.073 3.076
H -4.104 1.557 0.685
H -3.908 0.049 -1.177
H -2.662 -1.226 -1.109
H -4.247 1.849 -2.625
H -4.688 4.250 -2.646
H -2.885 5.860 -2.104
H -0.623 5.004 -1.529
H -0.201 2.569 -1.508
H -4.140 -0.750 -3.200
H -4.528 -1.171 -5.587
H -2.800 -0.593 -7.255
H -0.643 0.365 -6.501
H -0.265 0.805 -4.092
H 3.983 1.005 2.194
H 4.913 2.816 3.563
H 3.593 3.757 5.442
H 1.293 2.936 5.836
H 0.344 1.168 4.429
H 2.400 -1.416 4.591
H 4.108 -3.151 4.915
H 5.414 -3.984 2.982
H 4.949 -3.094 0.719
H 3.194 -1.386 0.389
C 3.375 -1.850 -3.015
C 3.045 -3.133 -3.439
C 1.928 -3.765 -2.934
C 1.101 -3.122 -1.995
C 1.427 -1.822 -1.551
C 2.563 -1.216 -2.085
C -0.101 -3.728 -1.440
C -0.477 -5.025 -1.768
C -1.589 -5.627 -1.228
C -2.348 -4.906 -0.262
C -3.455 -5.481 0.375
C -4.181 -4.796 1.333
C -3.784 -3.512 1.672
C -2.685 -2.927 1.058
C -1.940 -3.579 0.068
N -0.857 -2.955 -0.551
H 4.249 -1.351 -3.419
H 3.663 -3.638 -4.174
H 1.701 -4.760 -3.293
H 2.823 -0.213 -1.768
H 0.128 -5.587 -2.463
H -1.868 -6.638 -1.494
H -3.735 -6.492 0.098
H -5.038 -5.258 1.808
H -4.328 -2.946 2.418
H -2.401 -1.937 1.367
O 0.796 2.538 1.456
B 1.563 1.626 0.739
O 2.446 2.281 -0.106
C 2.267 3.616 0.143
C 2.943 4.695 -0.380
C 2.589 5.950 0.113
C 1.600 6.099 1.075
C 0.905 5.003 1.585
C 1.267 3.767 1.101
H 3.721 4.563 -1.119
H 3.111 6.828 -0.246
H 1.367 7.087 1.453
H 0.124 5.108 2.325
```

Summary:
charge = -1
electronic energy = -2760.45731 Eh
LUMO energy (spin up / spin down) = 2.40 / 2.40 eV
energy above the lowest of the compared OMol25 structures with the same formula, charge and spin = 12.56 kcal/mol
orbital gap (spin up / spin down) = 4.756 / 4.475 eV
HOMO energy (spin up / spin down) = -0.0866 / -0.0762 hartree

Atomic partial charges in e from the Mulliken method, atoms 1 to 5: -1.10 -0.63 2.92 -2.10 0.43


[2]
The following is a quantum chemistry calculation of a molecular structure, C54H42AuNOP3SSi, from OMol25.

```
104
C54H42AuNOP3SSi, DFT ωB97M-V/def2-TZVPD
Au 0.912 0.054 -0.166
C 4.612 0.558 -5.086
C 4.653 0.780 -3.717
C 3.478 0.788 -2.983
C 2.254 0.582 -3.616
C 2.219 0.364 -4.993
C 3.397 0.351 -5.722
P 0.768 0.697 -2.593
C -0.566 -0.171 -3.458
C -0.361 -1.482 -3.890
C -1.397 -2.198 -4.462
C -2.654 -1.620 -4.593
C -2.869 -0.324 -4.152
C -1.828 0.402 -3.590
C 0.293 2.451 -2.595
C 0.548 3.243 -3.709
C 0.137 4.563 -3.733
C -0.543 5.084 -2.643
C -0.795 4.292 -1.533
C -0.375 2.962 -1.468
Si -0.670 1.788 -0.004
C -0.584 2.708 1.656
C -1.250 3.922 1.844
C -1.071 4.694 2.979
C -0.210 4.265 3.978
C 0.406 3.034 3.854
C 0.218 2.252 2.716
P 0.829 0.530 2.740
C 0.543 0.077 4.488
C -0.793 -0.087 4.847
C -1.137 -0.418 6.145
C -0.146 -0.602 7.100
C 1.185 -0.443 6.750
C 1.530 -0.102 5.451
C 2.599 0.541 2.484
C 3.344 -0.593 2.805
C 4.580 -0.817 2.236
C 5.234 0.205 1.347
C 4.467 1.478 1.236
C 3.228 1.607 1.729
C -2.361 0.992 -0.253
C -3.434 1.839 -0.547
C -4.718 1.355 -0.721
C -4.962 -0.003 -0.575
C -3.916 -0.860 -0.284
C -2.608 -0.387 -0.154
P -1.200 -1.518 0.159
C -1.167 -2.822 -1.124
C 0.106 -3.258 -1.483
C 0.276 -4.296 -2.387
C -0.831 -4.901 -2.960
C -2.105 -4.455 -2.631
C -2.273 -3.428 -1.719
C -1.680 -2.427 1.667
C -0.941 -3.563 2.001
C -1.210 -4.265 3.161
C -2.223 -3.841 4.012
C -2.953 -2.709 3.697
C -2.679 -1.999 2.535
H 5.529 0.544 -5.658
H 5.597 0.939 -3.217
H 3.514 0.949 -1.912
H 1.274 0.207 -5.495
H 3.365 0.181 -6.788
H 0.606 -1.952 -3.768
H -1.227 -3.211 -4.797
H -3.463 -2.182 -5.035
H -3.846 0.128 -4.245
H -2.006 1.415 -3.254
H 1.079 2.832 -4.558
H 0.347 5.181 -4.594
H -0.873 6.113 -2.651
H -1.316 4.746 -0.707
H -1.951 4.276 1.103
H -1.604 5.628 3.085
H -0.050 4.867 4.860
H 1.015 2.661 4.668
H -1.571 0.051 4.107
H -2.176 -0.538 6.410
H -0.413 -0.865 8.114
H 1.959 -0.570 7.492
H 2.574 0.048 5.209
H 2.904 -1.379 3.406
H 5.194 -1.629 2.605
H 6.279 0.372 1.628
H 4.933 2.285 0.689
H 2.670 2.521 1.579
H -3.264 2.903 -0.657
H -5.527 2.032 -0.958
H -5.963 -0.393 -0.683
H -4.133 -1.907 -0.123
H 0.982 -2.770 -1.058
H 1.272 -4.624 -2.648
H -0.704 -5.711 -3.663
H -2.973 -4.911 -3.085
H -3.275 -3.095 -1.498
H -0.157 -3.911 1.339
H -0.633 -5.146 3.401
H -2.438 -4.392 4.916
H -3.741 -2.371 4.355
H -3.252 -1.109 2.313
O 5.278 -0.414 0.019
S 4.087 -1.576 0.053
N 2.787 -1.095 -0.374
```

Summary:
charge = +1
electronic energy = -4060.13702 Eh
LUMO energy (spin up / spin down) = -3.37 / -4.34 eV
energy above the lowest of the compared OMol25 structures with the same formula, charge and spin = 47.45 kcal/mol
orbital gap (spin up / spin down) = 5.072 / 5.490 eV
HOMO energy (spin up / spin down) = -0.3102 / -0.3613 hartree
multiplicity = 3
⟨S²⟩ = 2.05

Atomic partial charges in e from the Mulliken method, atoms 1 to 5: 1.06 -0.61 -0.75 -0.47 0.35